Entry 1:
{"formula": "CH4NO4P", "method": "wB97M-V/def2-TZVPD", "homo_energy_ha": -0.3927, "total_charge": 0, "e_lumo_ha": 0.02635, "spin_multiplicity": 1, "de_lowest_ev": 2.5518, "molar_mass_g_mol": 125.020, "elements": ["C", "N", "O", "O", "O", "O", "P", "H", "H", "H", "H"], "coordinates": [[1.7211, -1.0864, -0.0121], [-1.7431, 1.7012, -0.5698], [-1.4883, -0.6537, 1.0543], [0.5816, -1.4832, -0.7297], [1.1458, -0.1701, 0.9140], [-0.5500, 0.9375, -0.7213], [-0.3328, -0.2994, 0.2587], [2.1857, -1.9235, 0.5149], [2.4492, -0.5806, -0.6527], [-2.4453, 1.1018, -0.1361], [-1.5239, 2.4565, 0.0799]], "atomic_forces_ev_per_a": [[0.844, -0.419, -0.191], [-0.665, 0.511, -0.193], [-0.227, -0.087, 0.106], [-2.296, 2.066, 1.423], [-0.831, 0.492, 0.228], [0.374, -0.499, 0.311], [2.723, -1.868, -1.820], [-0.110, 0.061, 0.036], [-0.096, 0.045, 0.055], [0.188, -0.015, 0.057], [0.096, -0.285, -0.014]], "mulliken_charge": [-0.039, -0.411, -0.597, -0.429, -0.357, -0.215, 1.037, 0.234, 0.216, 0.300, 0.261]}

---

Entry 2:
{"formula": "C4H6N2", "method": "wB97M-V/def2-TZVPD", "homo_energy_ha": -0.3784, "total_charge": 0, "e_lumo_ha": 0.01737, "spin_multiplicity": 1, "de_lowest_ev": 1.9226, "molar_mass_g_mol": 82.106, "elements": ["C", "C", "C", "C", "N", "N", "H", "H", "H", "H", "H", "H"], "coordinates": [[0.7092, 1.5196, 0.0226], [0.0484, -1.8915, 0.1793], [-0.4919, 0.6517, -0.1613], [0.3734, -0.4663, 0.1503], [1.4448, 0.2465, 0.3017], [-1.7367, 0.7483, -0.4498], [-1.9820, 1.7330, -0.6039], [1.0528, 2.0277, -0.8805], [0.6672, 2.1918, 0.8816], [0.5080, -2.3520, 1.0575], [0.4405, -2.3715, -0.7208], [-1.0335, -2.0374, 0.2232]], "atomic_forces_ev_per_a": [[0.440, 0.496, 0.007], [0.419, -0.700, 0.392], [-2.965, 0.629, -0.613], [0.171, 0.376, -0.237], [0.138, -0.681, 0.210], [1.454, 0.074, 0.314], [0.022, -0.214, 0.018], [0.091, 0.082, 0.153], [0.141, 0.060, -0.114], [-0.009, -0.153, -0.161], [-0.055, -0.083, 0.097], [0.153, 0.115, -0.064]], "mulliken_charge": [-0.254, -1.017, 0.489, 0.454, -0.616, -0.682, 0.249, 0.249, 0.251, 0.322, 0.277, 0.278]}

---

Entry 3:
{"formula": "C3H8O2S", "method": "wB97M-V/def2-TZVPD", "homo_energy_ha": 0.0161, "total_charge": -2, "e_lumo_ha": 0.22398, "spin_multiplicity": 1, "de_lowest_ev": 0.9533, "molar_mass_g_mol": 108.162, "elements": ["C", "O", "C", "C", "S", "H", "H", "H", "H", "H", "H", "H", "H", "O"], "coordinates": [[-0.2975, 0.0562, -0.3905], [-0.6628, -0.7337, -1.4408], [0.1452, -0.5196, 1.0202], [0.6533, 0.5880, 2.0023], [1.3261, 0.0536, 3.6690], [0.6707, 0.5800, -0.6383], [-1.0995, 0.7733, -0.1851], [1.0806, -1.1067, 0.6800], [-0.6026, -1.2201, 1.3330], [-0.1169, 1.3471, 2.2015], [1.6252, 1.1112, 1.6156], [-1.0413, -0.1868, -2.5079], [-0.4502, -0.5939, -3.7885], [-1.2302, -0.1486, -3.5705]], "atomic_forces_ev_per_a": [[1.196, 0.815, 0.472], [0.338, -1.219, 2.015], [2.371, -0.005, -2.190], [1.457, 0.024, -0.039], [-0.425, -0.216, -0.120], [-0.657, 0.571, -0.103], [-0.100, 0.702, 0.169], [-1.312, 0.327, 1.007], [-0.409, -0.266, 0.922], [0.146, -0.137, -0.294], [-2.150, -0.779, -0.106], [-0.185, -0.468, 0.380], [1.768, -1.083, -0.833], [-2.038, 1.733, -1.279]], "mulliken_charge": [-0.439, -0.758, -0.318, -0.647, -0.823, 0.086, 0.157, 0.110, 0.396, 0.241, 0.174, 0.453, 0.227, -0.860]}

---

Entry 4:
{"formula": "C28H70N5O4P", "method": "wB97M-V/def2-TZVPD", "homo_energy_ha": -0.2957, "total_charge": 0, "e_lumo_ha": 0.01417, "spin_multiplicity": 1, "molar_mass_g_mol": 571.873, "elements": ["C", "C", "C", "C", "C", "C", "C", "C", "C", "C", "C", "C", "C", "C", "P", "C", "C", "N", "N", "N", "H", "H", "H", "H", "H", "H", "H", "H", "H", "H", "H", "H", "H", "H", "H", "H", "H", "H", "H", "H", "H", "H", "H", "H", "H", "H", "H", "H", "H", "H", "H", "H", "H", "H", "H", "H", "H", "H", "H", "H", "C", "O", "C", "C", "N", "C", "C", "O", "C", "H", "H", "H", "H", "H", "H", "H", "H", "H", "H", "H", "H", "H", "H", "H", "C", "O", "C", "C", "N", "C", "C", "O", "C", "H", "H", "H", "H", "H", "H", "H", "H", "H", "H", "H", "H", "H", "H", "H"], "coordinates": [[3.5950, 1.7821, 2.1497], [5.1449, 2.2991, 1.8094], [5.4891, 2.1237, 0.2029], [5.2518, 3.5021, -0.6772], [3.7114, 4.0617, -0.6517], [3.3607, 5.1235, -1.8837], [1.6955, 5.1987, -1.9364], [1.1405, 6.5306, -2.7503], [-0.4897, 6.6979, -2.6189], [-0.9838, 7.7993, -1.5103], [-0.4881, 7.5142, 0.0266], [-1.6083, 6.6732, 0.9396], [-1.9019, 5.2810, 0.1275], [-2.4170, 4.0266, 1.0480], [-1.9218, 2.4205, 0.0627], [-1.4105, 0.9417, -1.0842], [-2.5108, -0.2711, -1.1200], [-3.9289, 0.1494, -1.4296], [-2.3855, -1.1271, 0.1517], [-2.0947, -1.2176, -2.2653], [2.8710, 2.7158, 2.1681], [3.1995, 1.0344, 1.3229], [3.6057, 1.2307, 3.1909], [5.3213, 3.4096, 2.1860], [5.8583, 1.6031, 2.4664], [4.7551, 1.2828, -0.2050], [6.5887, 1.6876, 0.1078], [5.9558, 4.3728, -0.3049], [5.5348, 3.2297, -1.8002], [2.9848, 3.1512, -0.8050], [3.5233, 4.6442, 0.3697], [3.8214, 4.7964, -2.9196], [3.8206, 6.1755, -1.5674], [1.2158, 4.2231, -2.4175], [1.3579, 5.1785, -0.7965], [1.7265, 7.5173, -2.4986], [1.3597, 6.3066, -3.9001], [-0.9638, 5.6183, -2.4760], [-0.8839, 7.0629, -3.6842], [-0.5805, 8.8542, -1.8555], [-2.1767, 7.7711, -1.5188], [-0.4213, 8.5826, 0.5527], [0.5548, 6.9866, 0.1188], [-2.5828, 7.3505, 1.0398], [-1.2250, 6.5116, 2.0552], [-0.8645, 4.9627, -0.3691], [-2.6453, 5.4913, -0.7624], [-3.6044, 4.1262, 1.1111], [-1.9281, 3.9780, 2.1200], [-2.7933, 1.5948, 0.8580], [-0.5531, 2.7350, 0.3829], [-2.5226, 3.0605, -1.1141], [-0.3325, 0.5722, -0.7293], [-1.2924, 1.3850, -2.1805], [-3.9890, 0.9142, -2.1359], [-4.5008, 0.3333, -0.5768], [-2.0259, -2.0800, -0.1408], [-1.5785, -0.7292, 0.7174], [-2.2392, -0.6385, -3.1329], [-1.0866, -1.4283, -2.0968], [-2.6994, -5.2742, -2.7527], [-3.3325, -4.5989, -1.6729], [-4.2768, -3.6023, -2.0907], [-5.7233, -4.0706, -1.8514], [-6.0965, -5.1531, -2.7726], [-7.3183, -5.8764, -2.3873], [-7.3564, -6.5539, -1.0015], [-6.4918, -7.6811, -0.8695], [-5.1289, -7.3592, -0.6298], [-1.8336, -5.8101, -2.3539], [-3.3687, -6.0122, -3.1990], [-2.3524, -4.5748, -3.5192], [-4.1143, -3.2855, -3.1268], [-4.0979, -2.7304, -1.4515], [-6.4065, -3.2273, -1.9944], [-5.7964, -4.3998, -0.8120], [-5.3391, -5.8262, -2.8225], [-7.4613, -6.6574, -3.1439], [-8.1712, -5.1941, -2.4769], [-8.3706, -6.9474, -0.8691], [-7.2047, -5.8485, -0.1778], [-5.0121, -6.4672, -0.0072], [-4.6071, -7.2397, -1.5804], [-4.6597, -8.2004, -0.1133], [2.0267, -4.7299, 4.5169], [3.0874, -3.9164, 5.0028], [4.3719, -4.5545, 4.9539], [5.2438, -3.9657, 3.8306], [4.7388, -4.3454, 2.5038], [5.3008, -3.5554, 1.3975], [5.1144, -2.0240, 1.4287], [3.7709, -1.5869, 1.2302], [2.9429, -1.6706, 2.3818], [1.0827, -4.2747, 4.8292], [2.0310, -4.7677, 3.4259], [2.0753, -5.7439, 4.9247], [4.2909, -5.6448, 4.8817], [4.8586, -4.3266, 5.9089], [6.2710, -4.3284, 3.9400], [5.2482, -2.8796, 3.9506], [3.7306, -4.2341, 2.4850], [4.8250, -3.9302, 0.4831], [6.3689, -3.7853, 1.3112], [5.6807, -1.6186, 0.5826], [5.5467, -1.5601, 2.3214], [3.4878, -1.4573, 3.3062], [2.4741, -2.6548, 2.4263], [2.1371, -0.9389, 2.2833]], "atomic_forces_ev_per_a": [[0.261, 0.525, -0.132], [-0.193, -0.780, 0.290], [-0.372, -0.112, 0.466], [0.134, -0.264, -0.327], [0.389, 0.078, -0.640], [-0.418, -0.199, 0.900], [0.487, 0.499, 0.379], [-0.155, -1.002, -0.744], [0.062, 0.119, -0.922], [-0.109, -0.805, -0.061], [-0.815, 0.988, 1.238], [0.188, 0.479, -0.780], [0.661, -0.144, 0.705], [-0.862, 1.203, -0.165], [-0.875, 1.095, -0.731], [0.493, -0.412, -0.463], [1.712, -0.853, -0.714], [0.992, 0.075, 0.848], [1.376, 0.750, -0.856], [-0.329, 1.682, 0.624], [1.372, -2.003, 0.112], [0.981, 1.509, 1.752], [-0.250, 1.221, -2.076], [-0.444, -2.298, -0.884], [-1.380, 1.548, -1.601], [1.572, 1.758, 0.740], [-2.239, 1.211, -0.031], [-1.238, -1.846, -0.762], [-0.554, 0.724, 2.324], [1.290, 1.705, 0.651], [0.164, -1.509, -2.137], [-0.930, 0.577, 2.152], [-1.120, -2.142, -0.892], [1.185, 2.027, 0.871], [0.549, 0.263, -2.419], [-1.193, -1.962, -0.189], [-0.354, 0.528, 2.419], [0.973, 2.367, -0.085], [0.766, -0.670, 2.315], [-0.965, -2.144, 0.694], [2.567, 0.395, 0.019], [0.151, -2.263, -1.112], [-2.008, 1.059, -0.395], [1.974, -1.548, -0.337], [-0.629, 0.135, -2.547], [-2.109, 0.631, 1.024], [1.421, -0.527, 1.824], [2.456, -0.386, 0.188], [-0.977, 0.392, -2.013], [0.427, 0.073, -0.079], [-0.140, -0.303, -0.103], [0.219, -0.342, 0.581], [-2.264, 0.382, -0.856], [-0.193, -0.926, 2.166], [0.166, -0.799, 1.148], [0.926, -0.056, -1.094], [-0.898, 1.413, 0.254], [-1.485, -0.551, -0.875], [0.676, -1.075, 0.965], [-0.975, 0.518, -0.672], [0.019, 0.056, 0.477], [0.091, 0.064, -0.649], [-0.611, 0.119, 0.770], [0.606, -0.372, -0.558], [-0.181, -0.008, 0.342], [0.420, -0.148, -0.061], [-0.276, -0.214, -0.335], [-0.061, 0.416, 0.159], [-0.124, -0.322, -0.088], [-0.110, 0.096, 0.035], [0.007, -0.034, -0.245], [-0.075, -0.009, 0.008], [0.011, -0.199, 0.096], [-0.060, -0.118, -0.243], [0.046, -0.018, -0.008], [0.052, 0.195, 0.182], [-0.112, 0.194, 0.025], [-0.085, 0.052, 0.160], [0.049, 0.006, 0.130], [0.116, -0.037, -0.040], [0.206, 0.038, -0.045], [-0.020, 0.021, -0.151], [0.198, 0.204, 0.093], [-0.189, 0.003, 0.004], [-0.006, 0.375, 0.181], [0.087, -0.669, -0.133], [0.368, 0.699, -0.043], [-0.695, -0.446, -0.116], [0.152, 0.317, 0.102], [-0.397, -0.034, 0.113], [0.050, -0.181, -0.452], [0.293, -0.008, 0.306], [-0.128, 0.008, -0.346], [0.180, 0.000, 0.019], [-0.053, -0.214, -0.095], [0.031, 0.022, -0.063], [-0.131, 0.112, -0.180], [-0.028, -0.042, -0.084], [-0.038, 0.003, -0.007], [0.099, 0.075, 0.251], [0.205, -0.040, 0.071], [0.122, 0.129, 0.059], [-0.025, 0.111, 0.080], [-0.112, -0.031, 0.033], [-0.144, -0.061, 0.140], [-0.003, -0.122, -0.053], [-0.011, -0.030, 0.285], [0.150, 0.033, -0.084]], "mulliken_charge": [-0.612, -0.437, -0.511, -0.672, -0.234, -0.652, -0.085, -0.582, -0.325, -0.684, -0.387, -0.849, 0.358, -0.861, 0.618, -1.129, 0.204, -0.465, -0.642, -0.442, 0.262, -0.003, 0.243, 0.313, 0.291, 0.205, 0.268, 0.257, 0.285, 0.120, 0.207, 0.298, 0.263, 0.186, -0.018, 0.274, 0.309, 0.082, 0.348, 0.354, 0.282, 0.316, 0.162, 0.294, 0.281, -0.324, 0.239, 0.336, 0.295, 0.003, -0.121, -0.077, 0.211, 0.304, 0.255, 0.296, 0.327, 0.290, 0.277, 0.265, -0.792, -0.330, -0.348, -0.127, -0.355, -0.709, -0.446, -0.442, -0.481, 0.233, 0.340, 0.332, 0.438, -0.137, 0.383, 0.113, 0.099, 0.370, 0.385, 0.352, 0.339, 0.271, 0.123, 0.329, -0.702, -0.320, -0.812, -0.114, -0.329, -1.020, -0.245, -0.365, -0.648, 0.232, 0.293, 0.329, 0.384, 0.390, 0.402, 0.105, 0.111, 0.381, 0.423, 0.332, 0.326, 0.266, 0.213, 0.360]}

---

Entry 5:
{"formula": "C8H9Cl2N2S", "method": "wB97M-V/def2-TZVPD", "homo_energy_ha": -0.4533, "total_charge": 1, "e_lumo_ha": -0.16317, "spin_multiplicity": 1, "de_lowest_ev": 2.5951, "molar_mass_g_mol": 236.147, "elements": ["C", "C", "C", "C", "C", "C", "C", "C", "N", "N", "S", "Cl", "Cl", "H", "H", "H", "H", "H", "H", "H", "H", "H"], "coordinates": [[2.8808, -0.0405, -0.1082], [1.9773, 0.8941, -0.4452], [0.6201, 0.4390, -0.1718], [0.6070, -0.8833, 0.1779], [-1.7235, 0.9828, 0.2456], [-1.5818, -1.4694, 0.2597], [2.3634, 2.2099, -1.0310], [-1.8828, -2.6504, 1.0474], [-0.5280, 1.1909, -0.3120], [-2.0963, -0.1952, 0.6971], [2.1243, -1.5281, 0.5135], [-2.8628, 2.2265, 0.3879], [-1.7228, -1.8693, -1.4407], [3.9526, -0.1275, -0.2738], [2.3064, 1.9672, -2.1473], [1.7517, 3.1110, -0.9141], [3.4174, 2.6149, -0.9821], [-2.9873, -2.5647, 1.0171], [-1.7223, -2.5723, 2.1986], [-1.6103, -3.6002, 0.5943], [-0.4707, 2.0672, -0.7327], [-2.8125, -0.2027, 1.4200]], "atomic_forces_ev_per_a": [[0.037, -1.894, 0.573], [-0.149, 1.136, 0.988], [1.715, -1.750, -0.346], [-3.718, -0.132, 0.734], [1.443, 0.139, -0.925], [4.927, 1.562, -0.907], [0.870, 0.577, -3.200], [-1.851, 0.290, 3.151], [-2.529, -0.322, 1.162], [-0.113, -2.018, 0.329], [0.149, 0.668, -0.739], [0.260, 0.241, -0.108], [-0.381, 0.766, 0.063], [-0.293, 0.548, 0.137], [-0.073, 0.716, 1.003], [-0.363, -0.502, 0.465], [-0.974, -1.078, 0.729], [-0.089, -0.790, -0.027], [0.430, -0.138, -2.133], [0.272, 0.293, 0.181], [0.484, 1.785, -0.878], [-0.054, -0.099, -0.253]], "mulliken_charge": [-0.623, 0.461, 0.311, 0.027, 0.383, 0.601, -1.376, -1.290, -0.045, -0.172, -0.152, -0.092, -0.077, 0.450, 0.333, 0.298, 0.335, 0.419, 0.310, 0.368, 0.206, 0.327]}

---

Entry 6:
{"formula": "CH3F2NS", "method": "wB97M-V/def2-TZVPD", "homo_energy_ha": -0.3864, "total_charge": 0, "e_lumo_ha": -0.05355, "spin_multiplicity": 1, "de_lowest_ev": 2.5670, "molar_mass_g_mol": 99.105, "elements": ["C", "N", "F", "F", "S", "H", "H", "H"], "coordinates": [[-1.3614, 0.0658, 0.0008], [0.5702, 1.1190, 0.1799], [1.7792, -0.5509, -1.4247], [1.6274, -1.0748, 1.0327], [1.8035, 0.3491, 0.0847], [-1.0389, -0.8006, 0.8037], [-1.4248, -0.0064, -1.0418], [-1.9552, 0.8987, 0.3648]], "atomic_forces_ev_per_a": [[3.617, 0.056, 3.907], [-2.933, -0.724, -0.170], [0.103, 0.497, 1.673], [0.245, 0.819, -1.030], [-0.431, -1.883, -0.781], [-1.124, 2.275, -2.684], [0.327, -0.834, -1.289], [0.196, -0.206, 0.373]], "mulliken_charge": [-0.384, -0.372, -0.344, -0.318, 0.599, 0.296, 0.300, 0.223]}

---

Number 1: F_max 0.07333 Eh/bohr, gap between HOMO and LUMO 0.419 hartree. Number 2: F_max 0.06014 Eh/bohr, gap between HOMO and LUMO 0.396 hartree. Number 3: F_max 0.06277 Eh/bohr, gap between HOMO and LUMO 0.208 hartree. Number 4: F_max 0.05108 Eh/bohr, gap between HOMO and LUMO 0.310 hartree. Number 5: F_max 0.10205 Eh/bohr, gap between HOMO and LUMO 0.290 hartree. Number 6: F_max 0.10355 Eh/bohr, gap between HOMO and LUMO 0.333 hartree.